Density functional theory data (the ωB97M-V functional and the def2-TZVPD basis) for 2 unconnected molecules or ions with the total composition C24H28N2O7S at a distorted geometry.

## Properties
Max |F|   2.258 eV Å⁻¹
HOMO   -8.77 eV
Molar mass   488.6 g mol⁻¹
Spin multiplicity   1
SMILES   COc1cc(O)c2c(c1)C(=O)c1cccc(OC)c1C2=O.CNC(=O)[C@H](CCSC)NC(C)=O

Last column: natural (NBO) charge in e.
Geometry (Å):
O: 4.55129 -1.24486 2.50290  -0.516
O: 1.57960 -2.57411 -1.74586  -0.582
O: -3.21520 1.76185 3.00162  -0.633
O: -2.44607 5.10345 0.53062  -0.629
O: 1.02764 -4.88164 -0.74893  -0.678
O: 2.97054 -5.96489 3.42361  -0.516
O: 1.87749 -0.06842 -2.79052  -0.519
S: -1.72397 0.17373 -1.99008  0.192
C: 3.85292 -1.52999 1.53105  0.528
C: 2.24024 -2.22580 -0.76829  0.540
C: -3.46602 2.39664 1.98926  0.685
C: -2.93187 4.45555 -0.38373  0.666
C: 3.98631 1.70686 -0.41915  -0.176
C: 3.20914 1.39114 -1.52835  -0.233
C: 2.00766 -5.38601 1.32535  -0.318
C: 4.19670 0.74622 0.56461  -0.163
C: 3.39363 -3.80020 2.47437  -0.236
C: 2.79246 -5.05548 2.42126  0.335
C: 2.64503 0.12215 -1.67506  0.327
C: 1.81415 -4.48226 0.28991  0.450
C: 3.63106 -0.53896 0.45754  -0.110
C: 3.21333 -2.85907 1.44442  -0.079
C: 2.84295 -0.86770 -0.67699  -0.125
C: 2.41520 -3.20510 0.32772  -0.251
N: -3.54295 5.17720 -1.33503  -0.612
N: -2.63206 2.31986 0.95071  -0.612
C: 2.18335 -5.67404 4.58504  -0.249
C: 2.60912 -0.60574 -3.89982  -0.244
C: -0.79714 -0.12928 -0.46537  -0.734
C: -4.73856 3.22095 1.93218  -0.720
C: -4.14413 4.81511 -2.61676  -0.414
C: -3.35387 0.57227 -1.30203  -0.534
C: -3.67871 2.06775 -1.27429  -0.418
C: -2.72586 2.91282 -0.40206  -0.138
H: 1.01844 -4.14275 -1.40170  0.512
H: 4.42028 2.69818 -0.31737  0.226
H: 3.02945 2.14073 -2.29260  0.231
H: 1.53890 -6.36206 1.27412  0.241
H: 4.80304 1.00932 1.42879  0.243
H: 4.01499 -3.56288 3.33322  0.245
H: -3.54264 6.16271 -1.11546  0.411
H: -1.81130 1.77014 1.14255  0.409
H: 2.47745 -4.71828 5.03024  0.179
H: 1.11938 -5.63113 4.32899  0.178
H: 2.32540 -6.46014 5.33254  0.201
H: 3.29580 0.14380 -4.30515  0.171
H: 1.91171 -0.90006 -4.68929  0.205
H: 3.18814 -1.48780 -3.60776  0.184
H: -0.61469 0.80592 0.05937  0.188
H: -1.34745 -0.81906 0.17475  0.223
H: 0.15545 -0.57587 -0.72316  0.240
H: -5.31273 3.02866 2.83736  0.246
H: -4.48364 4.27772 1.90131  0.248
H: -5.33400 2.94424 1.06831  0.209
H: -3.40114 4.34747 -3.26577  0.197
H: -4.50774 5.71662 -3.11267  0.216
H: -4.99362 4.14680 -2.46783  0.199
H: -4.10146 0.08716 -1.92997  0.228
H: -3.44666 0.15010 -0.30128  0.227
H: -3.59500 2.38306 -2.30895  0.211
H: -4.70860 2.20242 -0.94808  0.205
H: -1.74117 2.79497 -0.85437  0.243

Forces on atoms 1 to 3 (eV/Å):
O -0.6 -0.2 -1.0
O 0.1 0.4 -0.2
O 0.2 -0.1 0.2